No. 1
The ion C9H16N4O with charge +2. Source: the OMol25 dataset; level of theory: ωB97M-V/def2-TZVPD.

Structure (XYZ):
```
30
Properties=species:S:1:pos:R:3:forces:R:3:mulliken_charge:R:1
C -2.0843 -2.1208 0.0256 -0.6 2.5 0.0 -0.968
C -3.2341 -1.3400 0.3271 1.0 -2.3 0.1 -0.662
C -1.0851 -1.1773 -0.2215 -0.5 1.0 0.0 1.346
C -1.6761 0.1780 -0.1339 2.8 0.9 -0.4 -0.403
C 1.4183 -1.0584 -0.2974 -0.3 -1.7 -1.0 0.738
C -1.2519 1.5507 -0.3958 -1.5 -2.1 -1.7 0.633
C -0.1459 1.9749 -1.2673 2.4 -0.5 -1.6 -1.206
C 2.7540 0.7534 0.5235 -1.7 0.7 0.5 -1.607
C 0.7410 0.0124 1.7718 1.3 1.7 0.8 -1.041
N -2.9456 -0.0780 0.2867 -1.6 2.8 0.0 0.020
N 0.1939 -1.6287 -0.5065 -0.7 -2.0 0.0 -0.177
N 2.4822 -1.6215 -0.9017 1.9 0.5 -0.6 -0.460
N 1.4838 -0.0052 0.4887 0.9 0.3 0.4 0.088
O -2.1661 2.4624 -0.2032 -1.4 -4.3 2.6 -0.443
H -2.0857 -3.1880 -0.0210 0.3 -0.4 0.1 0.456
H -4.1496 -1.7837 0.6277 -0.9 0.3 0.1 0.477
H 0.4239 2.8639 -0.9467 -0.4 -0.3 0.4 0.451
H -0.4703 2.2646 -2.3122 -0.4 -0.4 1.2 0.406
H 0.6155 1.1758 -1.4804 -0.9 0.7 0.4 0.176
H 2.4441 1.8278 0.6395 0.8 -1.0 1.3 0.326
H 3.4692 0.1969 1.1420 -0.1 1.1 0.4 0.526
H 3.1254 0.8630 -0.4399 0.9 -0.4 -2.1 0.647
H 0.2901 -0.9228 1.9230 -0.8 -1.2 0.2 0.510
H 1.5520 0.0984 2.5735 -1.4 0.2 -0.9 0.360
H -0.0300 0.8299 1.8218 1.1 -0.7 0.1 0.274
H -3.5696 0.7347 0.3658 -0.1 -0.9 0.2 0.253
H 0.0444 -2.6702 -0.5075 1.6 1.3 -0.5 0.288
H 2.4985 -2.3647 -1.7174 -0.4 2.3 2.3 0.298
H 3.4205 -1.1324 -0.6498 -2.1 -1.7 -0.9 0.303
H -2.0626 3.3046 -0.5144 1.0 3.6 -1.5 0.389
```
Positions in Å, forces in eV/Å.

Kohn-Sham gap (eV): 8.15
Multiplicity: 1
Energy relative to the best compared isomer or geometry (same formula, charge and spin) (kJ/mol): 19.6
Largest force on an atom (eV/Å): 5.20
HOMO energy (eV): -16.50
Charge: +2
LUMO energy (eV): -8.347
SMILES string: C/C(O)=C1/NC=C/C1=[NH+]/C(N)=[N+](C)C

No. 2
A cluster of 7 separate species, C37H63Cl12NO4Si in total. Source: the OMol25 dataset; level of theory: ωB97M-V/def2-TZVPD.

Structure (XYZ):
```
118
Properties=species:S:1:pos:R:3:forces:R:3:mulliken_charge:R:1
C 3.4477 3.2779 1.6570 0.8 1.0 -0.8 -0.638
C 4.5058 3.7392 0.5029 -0.4 -0.6 0.6 -0.559
C 4.1304 3.1361 -0.9365 0.4 0.8 -0.7 -0.429
C 5.2113 2.1229 -1.5488 -0.5 -0.6 -0.3 -0.070
C 5.7498 1.0072 -0.5261 0.4 -0.6 -1.1 -0.678
C 4.9378 -0.3564 -0.7496 -0.4 -0.3 0.2 -0.939
C 3.4614 -0.3608 -0.1053 -0.3 -0.8 0.3 0.338
C 2.5457 -1.5478 -0.7062 1.0 -1.9 -1.0 0.320
C 3.1123 -2.6720 -1.3843 -1.9 1.1 1.1 -0.615
C 2.1825 -3.8699 -1.9345 -0.2 -0.4 -1.2 -0.233
O 2.4053 -4.4634 -3.0228 -0.5 2.0 4.1 -0.556
C 0.9176 -4.2058 -0.9915 -1.6 0.2 1.4 0.043
C 0.3928 -5.6462 -0.7814 -0.9 2.7 0.9 0.657
C 1.1345 -6.8658 -1.4980 -0.5 0.1 0.6 -1.066
C 0.3476 -7.4770 -2.7515 1.0 -0.6 -0.8 0.409
O -0.0944 -6.4587 -3.6903 -0.2 -1.4 0.6 -0.514
C 1.4053 -8.4393 -3.5299 0.3 0.4 1.1 -0.747
N 2.3158 -7.5916 -4.3960 0.1 -1.6 0.4 -0.513
C -0.8179 -5.8364 0.1576 1.3 3.6 -0.4 -0.703
C -1.4765 -4.6059 0.8583 2.3 -0.1 -1.2 0.438
C -2.7034 -4.9340 1.8389 1.0 -0.2 -0.8 -1.055
C -4.0433 -5.1459 0.9685 0.0 -1.0 1.1 -0.300
O -5.0935 -4.3273 1.5506 0.4 0.9 -2.2 -0.529
Si -5.5324 -2.9656 0.5678 -0.9 0.7 0.8 0.690
C -7.0843 -3.3225 -0.5485 -0.3 -0.7 -0.5 -1.109
C -4.0888 -2.2081 -0.4399 0.3 0.2 -0.6 -0.805
C -6.0933 -1.5764 1.8071 0.8 -0.6 0.3 -0.927
C -0.9431 -3.1492 0.6439 1.7 -3.1 -1.9 -0.701
C 0.2708 -2.9572 -0.2857 -1.0 -2.7 0.5 0.446
C 0.9381 -1.5112 -0.5446 -0.4 0.9 -0.4 0.138
O 0.2844 -0.4496 -0.6520 2.1 -3.5 0.7 -0.620
H 2.5924 4.0492 1.5990 1.3 -1.5 0.3 0.126
H 3.0462 2.2248 1.4781 0.5 1.5 0.2 0.411
H 3.9663 3.3286 2.6847 -1.1 0.0 -1.6 0.054
H 4.4826 4.8774 0.4432 0.1 -1.5 0.2 0.343
H 5.5650 3.4396 0.8570 -1.6 0.5 -0.9 0.307
H 4.0747 4.0356 -1.6606 0.0 -1.5 1.0 0.317
H 3.0751 2.6661 -0.9794 1.7 0.7 0.4 0.100
H 4.6731 1.5552 -2.4098 1.0 1.0 1.5 -0.351
H 6.1010 2.6525 -2.0555 -1.4 -0.5 1.0 0.475
H 6.8447 0.7783 -0.8209 -1.7 0.3 0.5 0.266
H 5.7817 1.3315 0.5664 -0.3 -0.4 -1.4 0.358
H 4.7869 -0.5712 -1.8758 0.5 0.5 1.7 0.383
H 5.5362 -1.2394 -0.3014 -1.0 1.3 -0.7 0.342
H 2.9218 0.6476 -0.1751 0.8 -1.5 -0.2 -0.100
H 3.5586 -0.5747 1.0280 -0.2 0.3 -1.7 0.336
H 4.2297 -2.8155 -1.5418 -1.7 0.4 0.1 0.300
H 1.2346 -7.7037 -0.7101 -0.3 1.2 -1.2 0.437
H 2.2210 -6.6155 -1.7967 -2.0 0.0 0.4 0.368
H -0.5437 -8.1134 -2.4262 1.1 0.9 -0.1 0.286
H -0.3893 -6.9573 -4.4925 0.5 0.7 0.9 0.330
H 0.8444 -9.2316 -4.1395 0.9 1.2 0.8 0.404
H 2.0819 -8.9297 -2.7355 -1.4 0.1 -1.0 0.292
H 3.0867 -7.2574 -3.7860 -0.8 0.0 -0.6 0.209
H 2.7781 -8.2790 -5.0171 -0.2 0.7 0.3 0.244
H -1.2353 -6.8780 0.3841 0.8 1.7 -0.4 0.290
H -2.7997 -4.1387 2.6600 -0.2 -1.0 -1.5 0.364
H -2.4910 -5.9221 2.3939 -0.1 1.5 -0.9 0.374
H -3.8857 -4.9858 -0.1544 -0.1 0.0 1.6 0.299
H -4.3666 -6.2468 1.1018 0.4 1.7 -0.3 0.290
H -6.9185 -2.9979 -1.6312 -0.2 -0.3 1.4 0.338
H -7.2968 -4.4558 -0.5863 0.2 1.7 0.1 0.281
H -8.0139 -2.7771 -0.1481 1.4 -0.9 -0.6 0.268
H -3.4900 -2.9745 -1.0490 -0.6 1.2 1.0 0.263
H -4.5207 -1.4632 -1.2029 0.5 -1.0 1.2 0.393
H -3.4277 -1.6069 0.2780 -0.7 -1.0 -1.2 0.102
H -5.3238 -1.6130 2.6651 -1.3 0.2 -1.1 0.206
H -5.9778 -0.5521 1.3209 -0.5 -1.3 0.6 0.257
H -7.1462 -1.7851 2.2104 1.6 0.6 -0.5 0.337
H -1.4390 -2.2633 1.1614 0.9 -1.4 -0.8 0.503
Cl 1.2756 3.3913 3.7096 -0.4 -0.1 0.6 -0.177
C -0.1441 4.2092 3.0131 -0.2 0.1 -0.1 0.203
C -0.1732 5.6867 3.3500 0.0 -0.1 -0.3 -0.600
Cl -0.4831 5.9761 5.0810 0.1 0.0 0.1 -0.191
H -1.0385 3.6974 3.3701 0.2 0.1 0.0 -0.322
H -0.0857 4.0769 1.9301 0.1 0.1 0.1 0.335
H -0.9783 6.1761 2.7984 0.0 -0.1 0.1 0.372
H 0.7665 6.1769 3.0885 -0.1 -0.1 0.1 0.387
Cl -3.5409 4.1264 4.1933 -0.2 0.0 -0.1 -0.196
C -3.9514 2.6724 5.1389 0.0 -0.3 0.2 0.468
C -2.7466 1.7842 5.3763 -0.1 0.2 0.3 -0.674
Cl -2.1770 1.0103 3.8753 0.0 0.0 -0.1 -0.151
H -4.7471 2.1413 4.6117 0.5 0.4 0.2 -0.525
H -4.3496 3.0200 6.0947 0.1 0.0 -0.1 0.360
H -3.0098 0.9806 6.0667 -0.1 0.1 -0.1 0.393
H -1.9130 2.3433 5.8057 -0.1 0.0 -0.1 0.357
Cl 1.6765 1.4136 -3.4303 0.0 0.0 0.1 -0.057
C 1.8864 2.0595 -5.0789 0.0 0.0 -0.2 -0.243
C 3.0993 1.4740 -5.7716 -0.1 -0.2 -0.2 -0.218
Cl 4.6252 2.0306 -5.0390 0.0 0.0 -0.1 -0.199
H 1.9482 3.1456 -5.0117 0.1 -0.2 0.0 0.003
H 0.9827 1.8031 -5.6362 0.1 -0.1 0.0 0.314
H 3.1175 1.7885 -6.8179 0.0 -0.1 0.4 0.034
H 3.0889 0.3827 -5.7440 0.0 0.1 0.1 0.360
Cl 4.2222 7.4936 5.2458 0.0 0.0 0.0 -0.194
C 3.7719 6.0476 6.1849 -0.1 -0.2 0.1 -0.204
C 4.9515 5.1226 6.4116 -0.1 0.1 0.2 -0.484
Cl 5.4902 4.3410 4.9044 0.1 0.0 0.0 -0.165
H 2.9597 5.5417 5.6594 0.1 0.0 0.0 0.100
H 3.3889 6.4009 7.1445 0.1 0.0 -0.1 0.302
H 4.6681 4.3231 7.0988 -0.1 0.1 -0.1 0.287
H 5.8031 5.6540 6.8400 -0.1 0.0 -0.2 0.357
Cl 2.0663 5.6318 -5.9474 0.0 0.1 0.0 -0.166
C 1.2533 5.7539 -7.5276 -0.1 0.0 -0.2 -0.415
C 0.6127 4.4451 -7.9485 -0.2 0.2 0.0 -0.485
Cl 1.8236 3.1962 -8.3388 -0.1 0.2 -0.2 -0.193
H 1.9874 6.0947 -8.2595 0.0 -0.1 0.1 0.309
H 0.4870 6.5254 -7.4288 0.0 -0.1 0.0 0.295
H 0.0165 4.5993 -8.8498 0.1 0.0 0.1 0.371
H -0.0422 4.0489 -7.1703 0.2 0.0 0.0 0.303
Cl -6.3998 1.0234 3.7453 -0.5 -0.2 -0.1 -0.193
C -7.8315 1.7998 3.0239 -0.2 0.1 -0.2 -0.444
C -7.9030 3.2787 3.3484 0.0 0.0 -0.2 -0.522
Cl -8.2428 3.5724 5.0722 0.1 0.0 0.0 -0.189
H -8.7176 1.2678 3.3739 0.2 0.1 0.1 0.354
H -7.7556 1.6606 1.9433 0.1 0.1 0.1 0.284
H -8.7130 3.7428 2.7826 0.0 -0.1 0.1 0.377
H -6.9728 3.7908 3.0950 -0.1 -0.1 0.1 0.308
```
Positions in Å, forces in eV/Å.

Kohn-Sham gap (eV): 7.95
Multiplicity: 1
Largest force on an atom (eV/Å): 4.58
HOMO energy (eV): -8.60
LUMO energy (eV): -0.649
SMILES string: CCCCCCCC1=CC(=O)c2c(C[C@@H](O)CN)cc(CCO[Si](C)(C)C)cc2C1=O.ClCCCl.ClCCCl.ClCCCl.ClCCCl.ClCCCl.ClCCCl